120
Properties=species:S:1:pos:R:3 method="wB97M-V/def2-TZVPD" multiplicity=3 orbital_gap_ev="7.09 / 6.77" relative_energy_kj_mol=53.0 total_charge=+1 lumo_ev="-1.771 / -2.096"
W -1.27962 0.00619 0.54242
C 2.12535 2.31456 6.37820
C 1.14832 2.33070 5.20510
C 0.84124 3.78169 4.82281
C -0.12326 1.58699 5.62232
N 1.79062 1.66562 4.03168
C 3.11507 1.27107 3.99029
C 3.36424 0.80168 2.75265
N 2.21284 0.92984 2.01095
B 2.05938 0.47252 0.54315
N 3.00703 1.26000 -0.34784
C 3.88879 2.27098 -0.00847
C 4.34737 2.82076 -1.14414
N 3.76425 2.15500 -2.21183
C 2.93957 1.18177 -1.70793
S 2.02504 -0.00012 -2.47194
C 3.93767 2.52972 -3.63606
C 2.58643 3.00487 -4.18420
C 4.93871 3.67732 -3.74098
C 4.49461 1.33983 -4.42550
N 2.37053 -1.04040 0.54609
C 3.46727 -1.68107 0.03505
C 3.35947 -2.98522 0.35119
N 2.18875 -3.15792 1.07031
C 1.58821 -1.94095 1.16428
S 0.14866 -1.49229 2.01433
C 1.76425 -4.53110 1.48431
C 3.00176 -5.25848 2.02340
C 0.70517 -4.53879 2.58262
C 1.22657 -5.23017 0.23429
C 1.25803 1.44042 2.80176
S -0.35783 1.74027 2.32145
H 1.63259 2.75598 7.24210
H 3.01929 2.90322 6.16941
H 2.41356 1.29619 6.64260
H 0.43460 4.31004 5.68484
H 0.11390 3.82285 4.01316
H 1.75155 4.29104 4.50225
H -0.51582 2.04260 6.53166
H 0.09356 0.53709 5.82706
H -0.89003 1.63742 4.85726
H 3.77804 1.33053 4.83108
H 4.26711 0.38375 2.34181
H 0.91231 0.61202 0.18760
H 4.11121 2.53947 1.00811
H 5.04743 3.62534 -1.26484
H 2.31440 3.96860 -3.75117
H 1.79778 2.29945 -3.92871
H 2.64582 3.12045 -5.26890
H 4.59689 4.56514 -3.20785
H 5.04495 3.94390 -4.79134
H 5.91873 3.37882 -3.36587
H 3.83652 0.47951 -4.35928
H 5.47115 1.05836 -4.02717
H 4.61520 1.61877 -5.47284
H 4.21643 -1.15908 -0.53328
H 4.02299 -3.79421 0.11174
H 3.50621 -4.64982 2.77488
H 3.71358 -5.51091 1.23819
H 2.68781 -6.19031 2.49023
H 1.02436 -3.94690 3.44084
H 0.56463 -5.56874 2.91003
H -0.24833 -4.15502 2.23765
H 1.98509 -5.27002 -0.54824
H 0.36028 -4.69487 -0.15775
H 0.92965 -6.24960 0.48153
N -2.84343 1.66292 0.94368
C -3.32042 1.66190 2.31718
C -3.24912 2.83335 3.05821
C -3.69356 2.86075 4.36768
C -4.23274 1.71250 4.92703
C -4.32303 0.55389 4.17589
C -3.86517 0.49951 2.85758
C -3.90316 -0.79176 2.12718
C -5.01933 -1.61591 2.30058
C -5.05572 -2.89422 1.77571
C -3.93773 -3.38353 1.11368
C -2.84459 -2.55762 0.90983
C -2.79766 -1.22869 1.36652
H -2.41585 2.56696 0.75092
H -3.64546 1.60772 0.32464
H -2.83267 3.72332 2.60038
H -3.61768 3.77379 4.94265
H -4.57335 1.71639 5.95399
H -4.72924 -0.34350 4.62305
H -5.87101 -1.23890 2.85347
H -5.93647 -3.51037 1.89979
H -3.92635 -4.40337 0.74934
H -1.98838 -2.96624 0.38519
N -2.87103 -0.18959 -1.17239
C -2.38510 -0.88282 -2.38114
C -3.49544 -1.81820 -2.89222
C -3.33669 -2.56620 -4.22784
C -3.15758 -1.71039 -5.49055
N -1.81142 -1.19071 -5.66680
C -1.51500 -0.08100 -6.31959
N -0.25907 0.35055 -6.37734
N -2.44991 0.56831 -7.03149
C -1.05218 -1.59030 -2.03805
O -0.49492 -2.27588 -2.88802
O -0.61900 -1.39760 -0.84693
H -3.63533 -0.73051 -0.77670
H -3.23763 0.71592 -1.46348
H -2.14112 -0.12148 -3.11940
H -4.41088 -1.22217 -2.96532
H -3.64953 -2.56539 -2.10729
H -4.25631 -3.13258 -4.37647
H -2.51703 -3.28090 -4.15418
H -3.87070 -0.87925 -5.46310
H -3.40174 -2.33390 -6.35413
H -1.09170 -1.60433 -5.05822
H 0.42149 0.07618 -5.67470
H -0.08548 1.25813 -6.77478
H -3.41602 0.30928 -6.94706
H -2.26238 1.51025 -7.32650
F -0.82932 1.61275 -1.28936
B -1.48484 2.54027 -2.21331
F -0.85746 3.75153 -2.15926
F -2.83573 2.61028 -1.77187
F -1.44674 1.97450 -3.49324

116
Properties=species:S:1:pos:R:3 method="wB97M-V/def2-TZVPD" orbital_gap_ev=3.36 relative_energy_kj_mol=199.5 total_charge=-1 lumo_ev=0.914
Ba 0.10365 0.75786 0.23061
C 4.87231 -3.92293 -2.00113
C 3.82178 -3.53635 -0.95630
C 4.00023 -4.43138 0.27459
C 4.00587 -2.05736 -0.60656
N 2.47560 -3.71965 -1.49126
C 2.16669 -4.09960 -2.77662
C 0.82466 -4.09322 -2.89098
N 0.27951 -3.70476 -1.69635
B -1.24515 -3.54247 -1.56837
N -1.68172 -3.70074 -0.09705
C -1.38023 -4.88092 0.52863
C -1.81030 -4.82148 1.80365
N -2.39480 -3.59069 1.98671
C -2.29183 -2.90531 0.80625
S -2.92050 -1.38141 0.51367
C -2.99302 -3.10763 3.22689
C -4.46759 -2.77507 2.97443
C -2.22534 -1.87302 3.70530
C -2.91019 -4.18938 4.30672
N -1.77292 -2.25103 -2.23888
C -3.12178 -2.13985 -2.44389
C -3.35164 -1.09370 -3.25644
N -2.13313 -0.52446 -3.57521
C -1.16656 -1.25186 -2.92335
S 0.48390 -0.98584 -2.94980
C -2.05485 0.46413 -4.65176
C -0.65504 1.03460 -4.85309
C -3.00830 1.62846 -4.35021
C -2.49540 -0.24535 -5.94658
C 1.29850 -3.45902 -0.84190
S 1.14626 -3.02297 0.76733
H 5.85964 -3.80379 -1.56056
H 4.81161 -3.27499 -2.87180
H 4.76605 -4.96028 -2.31137
H 4.99173 -4.29875 0.70008
H 3.87238 -5.47725 -0.00117
H 3.25542 -4.17438 1.02401
H 5.02761 -1.87415 -0.28678
H 3.32635 -1.77508 0.19358
H 3.78748 -1.45018 -1.48307
H 2.90417 -4.33237 -3.51378
H 0.20684 -4.31973 -3.73569
H -1.74048 -4.46248 -2.17488
H -0.86245 -5.66459 0.01514
H -1.72689 -5.55597 2.57436
H -4.54227 -2.00702 2.21016
H -4.92886 -2.41212 3.88818
H -5.00481 -3.65765 2.63299
H -2.33663 -1.05539 2.99880
H -1.16367 -2.09805 3.79585
H -2.60265 -1.55274 4.67246
H -3.42784 -5.09301 3.99303
H -3.38904 -3.81850 5.20914
H -1.87712 -4.42500 4.54959
H -3.80771 -2.82185 -1.98507
H -4.28182 -0.72022 -3.62851
H -0.31033 1.55655 -3.96478
H -0.68083 1.73865 -5.68314
H 0.05685 0.24759 -5.07690
H -2.76291 2.08810 -3.39739
H -4.05067 1.31747 -4.32339
H -2.90469 2.38459 -5.12452
H -1.82222 -1.07658 -6.15759
H -2.46701 0.45206 -6.77965
H -3.50919 -0.63165 -5.85747
N 3.21214 1.46243 -1.64171
C 2.36051 2.46781 -1.93167
N 2.87141 3.47177 -2.65943
C 1.98332 4.42242 -2.96846
N 2.44850 5.44803 -3.75281
N 0.71557 4.44858 -2.62406
C 0.29361 3.39729 -1.87879
N 1.11534 2.39107 -1.48846
C -1.07439 3.36999 -1.50026
C -1.92641 4.43830 -1.86287
C -3.24784 4.39695 -1.51630
C -3.72985 3.27218 -0.82588
C -2.82930 2.27743 -0.50042
N -1.54451 2.30818 -0.79901
H 4.18005 1.59667 -1.87266
H 2.94373 0.77004 -0.96408
H 3.44965 5.53716 -3.76744
H 1.91209 6.29681 -3.69623
H -1.48916 5.25992 -2.40315
H -3.91640 5.20983 -1.77047
H -4.76417 3.19716 -0.53064
H -3.15698 1.39663 0.04067
C 3.12893 -1.08029 3.35508
Si 2.57733 0.56520 2.49318
C 4.28875 1.29262 1.91257
C 2.04969 1.66950 4.00374
C 2.96766 1.80887 5.04344
C 2.69376 2.54741 6.18128
C 1.46720 3.17524 6.29906
C 0.54447 3.04303 5.27954
C 0.80724 2.30123 4.12741
Si -0.62160 2.19320 2.82542
C -0.85162 4.01357 2.24214
C -2.18460 1.89544 3.93084
H 3.88016 -0.93234 4.12924
H 3.53678 -1.78109 2.63499
H 2.26996 -1.56138 3.81084
H 4.97687 1.45888 2.73900
H 4.15431 2.24469 1.40376
H 4.77898 0.61423 1.21752
H 3.93167 1.32389 4.96707
H 3.42988 2.63026 6.97281
H 1.23291 3.76137 7.18191
H -0.41647 3.53084 5.38709
H -0.88926 4.73260 3.06079
H -1.77322 4.11120 1.67332
H -0.03177 4.29852 1.58729
H -2.55188 2.81045 4.39126
H -1.95046 1.19442 4.72549
H -3.00031 1.47442 3.35305

111
Properties=species:S:1:pos:R:3 method="wB97M-V/def2-TZVPD" multiplicity=2 orbital_gap_ev="5.77 / 8.14" relative_energy_kj_mol=26.6 lumo_ev="0.456 / 0.438"
Ti 1.33863 -0.33236 0.74252
C -1.61857 4.42733 -1.76380
C -1.43418 2.98692 -2.09875
C -2.17167 2.25531 -2.99460
C -1.61882 0.96237 -2.95887
N -0.62830 0.90967 -2.08281
N -0.50822 2.15962 -1.54177
B 0.76812 2.60734 -0.77409
N 2.00260 1.79577 -1.23185
N 2.11027 0.43615 -1.14233
C 3.12970 0.06936 -1.94874
C 3.70217 1.21487 -2.49551
C 2.96378 2.27959 -2.03341
C 3.14024 3.72511 -2.35869
C 3.53232 -1.35154 -2.33195
C 4.59623 -1.28067 -3.43715
C 4.13607 -2.15908 -1.18387
C 2.31811 -2.08374 -2.91234
N 0.69580 2.68054 0.78203
N 0.93430 1.64018 1.65492
C 1.05069 2.17407 2.88893
C 0.84924 3.55464 2.79105
C 0.66318 3.84075 1.46476
C 0.52431 5.20941 0.88775
C 1.48360 1.60030 4.25382
C 1.43125 0.09752 4.54072
C 0.61091 2.24994 5.34350
C 2.94307 2.06092 4.44579
C -2.04267 -0.20788 -3.82128
C -1.86915 0.21109 -5.29021
C -3.51903 -0.53284 -3.56772
C -1.18558 -1.44973 -3.56171
H -2.33959 4.86052 -2.45580
H -2.01884 4.55399 -0.75645
H -0.68992 4.99344 -1.83443
H -2.98934 2.61832 -3.59575
H 0.96793 3.73708 -1.09531
H 4.53188 1.27166 -3.17653
H 4.04378 3.84671 -2.95405
H 2.29730 4.11467 -2.93020
H 3.23810 4.32753 -1.45554
H 5.51760 -0.81349 -3.08443
H 4.84086 -2.29652 -3.75240
H 4.23887 -0.73518 -4.31247
H 5.02673 -1.66990 -0.78499
H 3.44404 -2.29119 -0.36235
H 4.42053 -3.14538 -1.56045
H 1.97054 -1.58393 -3.81944
H 2.59743 -3.10765 -3.17317
H 1.49616 -2.12011 -2.20264
H 0.89789 4.27956 3.58206
H 0.55346 5.92871 1.70472
H 1.33660 5.44048 0.19816
H -0.41090 5.34686 0.35279
H 0.40671 -0.24010 4.70587
H 1.89936 -0.50166 3.77463
H 1.98099 -0.06628 5.47123
H -0.44849 2.05230 5.16363
H 0.87670 1.81407 6.30871
H 0.75302 3.32584 5.42486
H 3.59847 1.55542 3.73540
H 3.04509 3.13793 4.30194
H 3.27211 1.81416 5.45833
H -2.43714 1.11354 -5.51960
H -0.81839 0.40737 -5.51402
H -2.21745 -0.58837 -5.94856
H -4.16398 0.30227 -3.84930
H -3.81398 -1.40294 -4.16008
H -3.69902 -0.75813 -2.51578
H -0.14706 -1.17647 -3.37966
H -1.54860 -2.00894 -2.69686
H -1.22701 -2.11702 -4.42520
S 3.17714 -0.55550 1.76554
N -2.01787 -1.07373 -0.32597
C -3.30474 -0.82923 0.10236
C -3.82038 0.47128 0.07873
C -5.07490 0.73110 0.60406
C -5.84718 -0.28631 1.15392
C -5.34687 -1.58236 1.15157
C -4.09297 -1.85653 0.62998
H -1.76467 -2.03710 -0.46787
H -1.60886 -0.43214 -0.99616
H -3.22096 1.26971 -0.34819
H -5.45659 1.74508 0.58179
H -6.82880 -0.07662 1.55719
H -5.94380 -2.39274 1.55405
H -3.70573 -2.87101 0.62964
C -2.44438 -3.09046 3.92527
N -1.77341 -1.95305 3.32051
C -2.24406 -0.66335 3.25699
C -1.33013 0.03520 2.53848
N -0.30505 -0.80440 2.16641
C -0.60990 -1.99120 2.64880
H -3.27897 -2.72291 4.51595
H -1.75798 -3.62723 4.57640
H -2.81995 -3.76173 3.15454
H -3.19147 -0.37794 3.68088
H -1.35272 1.07158 2.25399
H -0.02074 -2.88828 2.55037
O 1.00921 -2.01980 0.06078
N 0.99896 -3.35750 0.20803
C -0.00944 -4.06795 -0.42490
C -0.23730 -5.36006 -0.06160
C 0.53241 -5.98352 0.94261
C 1.58782 -5.23906 1.51292
C 1.82241 -3.94635 1.15385
H -0.51014 -3.54611 -1.22653
H -1.01512 -5.90153 -0.58421
H 0.35266 -7.00842 1.22819
H 2.24620 -5.68094 2.24991
H 2.59738 -3.30900 1.55050

141
Properties=species:S:1:pos:R:3 method="wB97M-V/def2-TZVPD" orbital_gap_ev=10.14 lumo_ev=-0.253
C 3.14332 -1.43479 2.39105
C 1.99562 -1.88694 1.52345
F 2.28596 -1.70828 0.16853
Si 0.33663 -1.12645 2.00732
C 0.41726 0.65800 2.60901
C 0.97558 1.65828 1.59411
O 1.39243 1.02357 0.40981
C 2.09716 2.52762 2.13964
F 2.18607 3.67804 1.39568
F 1.85248 2.90328 3.43255
F 3.31450 1.93100 2.08361
O -0.72244 -1.38138 0.73687
Si -1.98244 -0.38026 0.40874
S -3.69881 -0.58931 1.77954
C -3.22670 -0.87642 3.45714
O -4.55901 -1.66936 1.37309
O -4.32418 0.71927 1.72497
H 4.09562 -1.66204 1.93679
H 3.10587 -1.98788 3.32214
H 3.08692 -0.39225 2.65564
H 1.88876 -2.96062 1.66105
H -0.16218 -1.91854 3.15408
H 1.09369 0.62478 3.45959
H -0.51723 1.01639 3.01687
H 0.18226 2.35857 1.36217
H 0.96195 1.44204 -0.33196
H -2.54077 -0.74519 -0.88920
H -1.54465 1.02629 0.32558
H -2.49528 -1.66431 3.54846
H -4.11803 -1.07882 4.02882
H -2.77993 0.03859 3.82618
C 6.43920 0.79898 5.71961
C 5.42368 0.91101 4.60222
O 5.16455 -0.45337 4.27340
C 5.47559 -1.21415 5.34848
O 5.20521 -2.36476 5.44972
O 6.10840 -0.47974 6.29123
H 6.33328 1.59152 6.45714
H 7.45812 0.77336 5.35840
H 4.49467 1.37226 4.95095
H 5.79070 1.44930 3.73715
C -3.72483 -5.03757 -0.05557
C -4.03002 -5.68678 -1.39359
O -4.11547 -4.54496 -2.26725
C -3.40951 -3.54141 -1.71281
O -3.15154 -2.51644 -2.26651
O -3.03752 -3.84150 -0.46112
H -3.08661 -5.64092 0.58217
H -4.61996 -4.75169 0.49926
H -3.22417 -6.33184 -1.74601
H -4.96438 -6.23954 -1.40373
C -0.58557 -4.13626 -4.44756
C -1.47103 -4.14328 -5.67508
O -1.60014 -5.54514 -5.94385
C -1.38158 -6.22212 -4.79300
O -1.58410 -7.37754 -4.63783
O -0.90298 -5.39085 -3.83299
H -0.80851 -3.31464 -3.77152
H 0.47733 -4.12401 -4.69507
H -2.46112 -3.73065 -5.47516
H -1.03405 -3.62943 -6.52650
C 9.56810 1.89091 0.69188
C 8.67392 2.97690 1.25273
O 7.79136 2.22272 2.09854
C 8.38979 1.06287 2.42824
O 7.92359 0.29878 3.21109
O 9.52785 0.89057 1.73110
H 10.58674 2.21786 0.50953
H 9.16451 1.44775 -0.21927
H 9.22130 3.69525 1.86453
H 8.10859 3.50888 0.50321
C 4.71252 -3.45626 -1.30021
C 5.90301 -3.69611 -0.39330
O 6.76926 -4.47171 -1.23016
C 6.45788 -4.21648 -2.52381
O 7.09739 -4.56868 -3.45457
O 5.31236 -3.49661 -2.60165
H 4.22720 -2.49997 -1.13200
H 3.96846 -4.25145 -1.23068
H 6.41416 -2.77100 -0.12062
H 5.65611 -4.24578 0.51058
C 4.33988 5.41328 -0.23109
C 4.63253 3.93621 -0.38029
O 5.98283 3.94917 -0.86707
C 6.56154 5.10650 -0.47460
O 7.73416 5.29908 -0.52709
O 5.64810 5.95838 0.02290
H 3.66777 5.63468 0.59282
H 3.94054 5.84272 -1.14978
H 4.60700 3.39931 0.56799
H 3.97537 3.43875 -1.08873
C -6.67236 -2.10386 -1.75908
C -6.54540 -1.02650 -2.81285
O -7.79760 -1.12777 -3.50406
C -8.70258 -1.69220 -2.67078
O -9.86439 -1.76519 -2.88498
O -8.09416 -2.17106 -1.55744
H -6.16328 -1.85381 -0.82926
H -6.32543 -3.07753 -2.10884
H -6.46638 -0.02777 -2.37907
H -5.71503 -1.18785 -3.49388
C -9.34610 -2.97824 2.98339
C -8.62666 -2.41312 1.77784
O -7.26999 -2.80084 2.01994
C -7.27516 -3.87794 2.83109
O -6.31970 -4.54041 3.07713
O -8.51402 -4.10373 3.32041
H -10.35882 -3.30688 2.76824
H -9.36130 -2.28167 3.82068
H -8.95434 -2.85966 0.83826
H -8.70417 -1.33265 1.70703
C 4.31399 2.85176 -4.96161
C 2.80398 2.84974 -4.81646
O 2.59294 3.95772 -3.92946
C 3.64329 4.79908 -4.03829
O 3.68743 5.88326 -3.55461
O 4.63688 4.23361 -4.74997
H 4.65784 2.52864 -5.93935
H 4.80856 2.25766 -4.19175
H 2.28679 3.04926 -5.75557
H 2.41258 1.93637 -4.37872
C -7.23840 2.09732 1.81290
C -8.23557 3.15538 2.23968
O -9.32609 2.36364 2.72972
C -8.84187 1.15427 3.09195
O -9.46256 0.32681 3.67365
O -7.56222 1.00888 2.68835
H -6.20238 2.39308 1.93913
H -7.39157 1.77034 0.78312
H -7.86123 3.77909 3.05302
H -8.56783 3.79216 1.42487
C 0.01633 6.27169 -2.52376
C -1.20893 5.96739 -3.36458
O -1.16873 4.53688 -3.44993
C -0.46538 4.06765 -2.39535
O -0.37989 2.92329 -2.09535
O 0.14061 5.07996 -1.73658
H -0.10500 7.13821 -1.88020
H 0.92120 6.38989 -3.12216
H -2.13816 6.26286 -2.87507
H -1.17160 6.40561 -4.35752